Below is a gas-phase ion, C7H14NS (charge +1), with properties calculated with ωB97M-V with the def2-TZVPD basis set.

The molecular weight is 144.26 g/mol. As for the largest force on an atom: 0.0547 hartree/bohr. The value obtained for the energy is -19801.36564 eV. As for the net charge: +1. As for the energy above the lowest of the compared OMol25 structures with the same formula, charge and spin: 250.8 kJ/mol. The calculation puts the highest occupied orbital energy (alpha / beta) at -0.42582 / -0.42556 hartree.

The geometry in XYZ format:
```
23
C7H14NS, DFT ωB97M-V with the def2-TZVPD basis set
C 0.05 1.09 0.05
C 1.01 0.22 0.22
C -1.34 0.65 -0.36
C -0.57 -1.66 -0.50
C 0.24 2.58 0.13
C -1.87 -0.94 1.41
C 3.25 -0.81 -0.82
N -1.63 -0.78 -0.03
S 2.51 -0.23 0.74
H -2.09 1.28 0.12
H -1.42 0.79 -1.45
H -0.51 -1.75 -1.57
H -0.42 -2.54 0.09
H 1.29 2.85 0.01
H -0.08 2.93 1.11
H -0.35 3.08 -0.63
H -2.70 -0.33 1.74
H -2.10 -1.99 1.63
H -0.97 -0.66 1.95
H 3.61 0.04 -1.40
H 2.49 -1.37 -1.36
H 4.07 -1.46 -0.55
H -2.51 -0.99 -0.53
```

Below is a molecular structure, C54H42Br4Cl3N3O3P2PbS, with properties calculated with ωB97M-V with the def2-TZVPD basis set.

The molecular weight is 1508.14 g/mol. As for the largest force on an atom: 0.0809 hartree/bohr. The value obtained for the energy is -419686.60309 eV. As for the energy above the lowest of the compared OMol25 structures with the same formula, charge and spin: 294.5 kJ/mol. The calculation puts the highest occupied orbital energy at -0.23227 hartree.

The geometry in XYZ format:
```
113
C54H42Br4Cl3N3O3P2PbS, DFT ωB97M-V with the def2-TZVPD basis set
Pb 14.14 12.09 19.39
Br 7.11 12.56 20.76
C 8.74 11.98 20.02
C 8.90 10.61 19.74
Br 7.60 9.59 18.82
C 10.13 10.03 19.87
Br 10.42 8.23 20.29
C 11.35 10.88 19.80
O 12.57 10.38 19.73
C 11.13 12.32 19.76
O 12.18 13.11 19.69
C 9.87 12.83 20.06
Br 9.73 14.64 20.51
C 19.20 11.00 21.22
N 18.47 11.47 22.43
C 17.20 12.22 22.19
P 15.54 11.34 21.90
C 15.93 9.61 22.40
C 15.84 8.64 21.39
C 15.98 7.27 21.69
C 16.35 6.93 23.01
C 16.45 7.86 24.01
C 16.15 9.20 23.73
C 14.64 11.91 23.36
C 13.86 11.03 24.12
C 13.12 11.48 25.20
C 13.14 12.82 25.61
C 13.95 13.70 24.87
C 14.68 13.26 23.77
C 18.88 11.34 23.77
C 20.05 10.54 24.01
C 20.51 10.34 25.31
C 19.80 10.87 26.38
C 18.56 11.48 26.21
C 18.10 11.70 24.91
P 18.68 11.70 19.52
C 18.81 10.17 18.49
C 19.08 10.46 17.17
C 19.18 9.43 16.21
C 19.13 8.10 16.59
C 18.90 7.81 17.94
C 18.64 8.78 18.91
C 20.02 12.77 19.00
C 21.14 12.24 18.30
C 22.25 13.08 18.08
C 22.16 14.46 18.34
C 20.99 14.97 18.98
C 19.93 14.15 19.25
H 19.23 9.89 21.21
H 20.27 11.29 21.30
H 17.35 12.94 21.30
H 17.07 12.93 23.02
H 15.61 8.93 20.34
H 15.81 6.47 20.96
H 16.58 5.91 23.28
H 16.76 7.69 25.03
H 15.92 9.92 24.51
H 13.75 9.98 23.86
H 12.49 10.74 25.72
H 12.59 13.21 26.47
H 14.06 14.74 25.16
H 15.33 13.95 23.23
H 20.53 10.16 23.13
H 21.46 9.96 25.47
H 20.20 10.73 27.40
H 17.97 11.81 27.06
H 17.22 12.26 24.72
H 19.28 11.53 16.91
H 19.43 9.70 15.20
H 19.37 7.34 15.88
H 18.89 6.78 18.22
H 18.36 8.45 19.96
H 21.09 11.21 17.94
H 23.08 12.62 17.58
H 22.90 15.21 17.98
H 21.01 16.03 19.35
H 19.06 14.51 19.78
Cl 11.01 12.39 10.56
C 12.25 11.78 11.58
C 12.98 12.68 12.37
C 14.14 12.20 12.97
C 14.66 10.92 12.79
C 16.03 10.48 13.24
C 16.21 9.38 14.31
N 15.44 9.60 15.56
C 14.66 8.57 16.11
C 14.09 9.14 17.25
N 14.47 10.47 17.37
C 15.23 10.69 16.29
O 16.67 10.02 12.03
C 17.99 10.50 11.78
C 18.04 11.90 11.18
C 17.24 12.43 10.18
Cl 15.95 11.66 9.32
S 17.83 13.92 9.57
C 19.13 13.93 10.67
C 19.11 12.84 11.51
C 13.85 10.00 12.11
Cl 14.14 8.32 11.99
C 12.67 10.46 11.48
H 12.71 13.76 12.39
H 14.74 12.88 13.61
H 16.56 11.43 13.60
H 17.26 9.44 14.53
H 15.85 8.43 13.95
H 14.56 7.57 15.72
H 13.52 8.70 17.99
H 15.83 11.63 16.14
H 18.37 9.78 11.09
H 18.54 10.44 12.74
H 19.90 14.68 10.63
H 19.77 12.67 12.35
H 12.16 9.75 10.84
```

Below is a molecular structure, C12H26B2F10N2O20S6Zr, with properties calculated with ωB97M-V with the def2-TZVPD basis set.

The molecular weight is 1013.56 g/mol. As for the largest force on an atom: 0.1759 hartree/bohr. As for the expectation value of S²: 0.75. The value obtained for the energy is -151604.95175 eV. As for the net charge: -1. The spin multiplicity is 2. The calculation puts the highest occupied orbital energy (alpha / beta) at -0.14228 / -0.24895 hartree.

The geometry in XYZ format:
```
79
C12H26B2F10N2O20S6Zr, DFT ωB97M-V with the def2-TZVPD basis set
Zr 0.49 2.04 0.18
N -0.62 2.81 1.67
S -0.98 4.18 2.28
O -0.34 4.55 3.56
O -2.14 4.82 1.72
F 0.11 4.97 1.39
S -1.84 2.26 2.79
O -3.23 2.40 2.40
O -1.43 2.10 4.19
F -1.53 0.80 2.24
N 2.39 2.82 0.11
S 3.45 2.95 -1.06
O 4.78 2.37 -0.88
O 3.20 4.05 -1.97
F 2.75 1.72 -1.88
S 3.44 3.92 1.06
O 3.52 5.36 0.75
O 4.53 3.32 1.70
F 2.38 4.06 2.26
B 0.97 -0.09 -0.15
H 0.71 0.47 -1.03
H 0.10 0.09 0.47
H 1.06 -1.14 -0.37
H 1.83 0.38 0.31
B -0.17 3.21 -1.61
H 0.48 2.36 -1.70
H 0.39 4.06 -1.24
H -0.59 3.42 -2.58
H -0.93 2.98 -0.88
C 3.51 -2.54 2.65
C 2.81 -1.30 2.25
O 2.85 -0.40 3.39
C 2.25 0.86 3.36
O 1.68 1.33 2.42
C 2.36 1.58 4.69
F 2.53 0.69 5.62
F 3.36 2.50 4.57
F 1.14 2.22 4.93
H 2.97 -3.09 3.42
H 4.56 -2.54 2.98
H 3.42 -3.14 1.74
H 1.76 -1.57 2.12
H 3.31 -0.83 1.40
C -3.81 2.18 -3.27
C -4.23 2.11 -1.72
O -4.09 0.82 -1.15
C -2.91 0.31 -0.66
O -1.85 0.99 -0.43
C -3.12 -1.13 -0.27
F -1.97 -1.87 -0.13
F -3.76 -1.01 0.94
F -3.85 -1.86 -1.10
H -2.77 2.45 -3.44
H -4.41 3.00 -3.67
H -4.20 1.35 -3.86
H -5.30 2.31 -1.61
H -3.69 2.92 -1.22
C -0.97 -2.67 -3.11
C 0.29 -2.60 -3.92
O 0.27 -1.36 -4.61
S -1.14 -0.53 -4.26
O -1.83 -0.06 -5.47
O -0.87 0.41 -3.12
O -1.94 -1.93 -3.70
H -0.95 -2.49 -2.04
H -1.30 -3.71 -3.21
H 0.47 -3.41 -4.62
H 1.20 -2.61 -3.33
C -0.83 -6.58 1.04
C -1.36 -5.90 -0.23
O -0.62 -4.79 -0.47
S 0.81 -4.74 0.26
O 0.80 -3.63 1.21
O 1.96 -4.82 -0.63
O 0.49 -6.17 0.98
H -0.92 -7.67 0.99
H -1.35 -6.08 1.85
H -2.43 -5.67 -0.23
H -1.13 -6.56 -1.06
```